{"formula": "C2H6N2O", "method": "ωB97M-V/def2-TZVPD", "energy_ha": -264.46971, "homo_energy_ha": -0.3393, "de_lowest_ev": 3.200, "gap_ev": 10.044, "smiles": "CNNC=O", "symbols": ["C", "C", "H", "H", "H", "H", "H", "H", "N", "N", "O"], "positions_angstrom": [[-1.402, -0.475, -0.300], [1.713, 0.204, -0.092], [-2.162, 0.254, -0.635], [-1.922, -1.317, 0.305], [-0.620, -0.968, -0.988], [-0.188, -0.628, 1.383], [0.440, 1.949, -0.249], [2.315, 0.875, -0.828], [-0.620, 0.207, 0.844], [0.519, 0.833, 0.272], [1.927, -0.935, 0.287]]}

{"formula": "C20H28N2O3S", "method": "ωB97M-V/def2-TZVPD", "energy_ha": -1512.27249, "homo_energy_ha": -0.2670, "de_lowest_ev": 1.832, "gap_ev": 8.004, "smiles": "CCOc1ccccc1N1CCN(C[C@@H](O)COCc2cccs2)CC1", "symbols": ["C", "C", "H", "H", "O", "C", "C", "C", "C", "C", "C", "N", "C", "C", "N", "C", "C", "H", "H", "H", "H", "C", "H", "C", "O", "H", "C", "O", "C", "C", "C", "C", "C", "S", "H", "H", "H", "H", "H", "H", "H", "H", "H", "H", "H", "H", "H", "H", "H", "H", "H", "H", "H", "H"], "positions_angstrom": [[-5.848, -0.905, -0.358], [-4.614, -1.695, -0.769], [-4.684, -2.727, -0.396], [-4.534, -1.724, -1.866], [-3.493, -1.048, -0.211], [-2.247, -1.596, -0.392], [-2.011, -2.736, -1.139], [-0.736, -3.276, -1.234], [0.311, -2.671, -0.572], [0.093, -1.517, 0.160], [-1.174, -0.944, 0.263], [-1.419, 0.184, 1.028], [-0.478, 0.630, 2.022], [0.530, 1.651, 1.446], [-0.052, 2.433, 0.359], [-1.476, 2.601, 0.577], [-2.248, 1.263, 0.524], [-3.169, 1.342, 1.118], [-2.528, 1.044, -0.505], [-1.874, 3.287, -0.174], [-1.596, 3.072, 1.557], [0.297, 1.970, -0.979], [0.552, 0.907, -1.019], [1.482, 2.794, -1.518], [1.196, 4.166, -1.426], [0.785, 4.293, -0.557], [2.795, 2.486, -0.777], [2.947, 1.093, -0.656], [4.143, 0.705, -0.009], [4.064, -0.759, 0.262], [3.677, -1.377, 1.412], [3.653, -2.785, 1.302], [4.014, -3.212, 0.066], [4.388, -1.907, -0.988], [4.085, -4.218, -0.297], [3.376, -3.442, 2.106], [3.426, -0.845, 2.313], [5.010, 0.942, -0.645], [4.252, 1.251, 0.943], [2.767, 2.957, 0.219], [3.638, 2.922, -1.332], [1.616, 2.567, -2.580], [-0.548, 2.149, -1.648], [1.411, 1.137, 1.067], [0.842, 2.342, 2.241], [-1.060, 1.099, 2.825], [0.040, -0.230, 2.448], [0.936, -1.056, 0.649], [1.307, -3.083, -0.628], [-0.578, -4.169, -1.819], [-2.825, -3.232, -1.645], [-5.779, 0.113, -0.731], [-6.741, -1.375, -0.762], [-5.921, -0.872, 0.726]]}

{"formula": "C18H55N3O8", "method": "ωB97M-V/def2-TZVPD", "energy_ha": -1484.82006, "homo_energy_ha": -0.3166, "de_lowest_ev": 2.155, "gap_ev": 9.292, "smiles": "COC[C@H](C)N.COC[C@H](C)N.COC[C@H](C)N.CCO.CO.CO.CO.CO", "symbols": ["C", "C", "C", "O", "C", "N", "H", "H", "H", "H", "H", "H", "H", "H", "H", "H", "H", "C", "C", "C", "O", "C", "N", "H", "H", "H", "H", "H", "H", "H", "H", "H", "H", "H", "C", "C", "C", "O", "C", "N", "H", "H", "H", "H", "H", "H", "H", "H", "H", "H", "H", "C", "C", "O", "H", "H", "H", "H", "H", "H", "C", "O", "H", "H", "H", "H", "C", "O", "H", "H", "H", "H", "C", "O", "H", "H", "H", "H", "C", "O", "H", "H", "H", "H"], "positions_angstrom": [[18.818, -16.511, 3.470], [19.406, -15.100, 3.692], [19.209, -14.171, 2.446], [20.136, -14.510, 1.410], [20.261, -13.527, 0.360], [18.770, -14.439, 4.805], [19.241, -17.250, 4.162], [19.102, -16.653, 2.432], [17.736, -16.483, 3.592], [20.493, -15.211, 3.813], [19.280, -13.078, 2.848], [18.184, -14.229, 2.097], [20.280, -12.519, 0.839], [19.300, -13.477, -0.147], [21.053, -13.744, -0.335], [19.193, -13.593, 5.033], [18.835, -15.052, 5.595], [10.633, -12.660, 4.585], [9.901, -13.842, 5.072], [10.565, -15.162, 4.664], [11.804, -15.375, 5.430], [12.070, -16.770, 5.509], [9.636, -13.763, 6.538], [10.789, -12.793, 3.528], [11.575, -12.411, 5.066], [9.949, -11.823, 4.697], [8.925, -13.940, 4.528], [10.679, -15.070, 3.599], [9.858, -15.983, 4.860], [11.805, -17.247, 4.545], [11.516, -17.330, 6.347], [13.125, -16.954, 5.701], [9.113, -14.510, 6.849], [10.462, -13.615, 7.106], [17.464, -16.590, -1.735], [16.419, -16.172, -0.752], [16.231, -17.317, 0.241], [15.505, -17.012, 1.391], [14.943, -18.208, 1.983], [16.800, -14.930, -0.075], [18.382, -16.719, -1.144], [17.560, -15.835, -2.513], [17.132, -17.515, -2.181], [15.498, -16.124, -1.192], [17.197, -17.761, 0.568], [15.731, -18.125, -0.336], [15.708, -18.820, 2.463], [14.258, -18.694, 1.223], [14.301, -17.893, 2.790], [17.789, -14.820, -0.031], [16.342, -14.844, 0.808], [14.235, -12.686, -3.357], [15.093, -13.638, -2.547], [14.681, -13.666, -1.199], [14.512, -12.657, -4.392], [14.333, -11.692, -2.911], [13.156, -12.920, -3.218], [16.196, -13.295, -2.562], [15.035, -14.688, -2.905], [15.495, -13.848, -0.646], [14.918, -14.189, 5.185], [15.952, -14.619, 4.279], [14.063, -14.855, 5.252], [15.323, -14.119, 6.199], [14.508, -13.182, 4.922], [16.889, -14.421, 4.501], [12.069, -11.569, 0.218], [11.994, -12.726, -0.607], [11.460, -10.821, -0.245], [11.734, -11.877, 1.202], [13.100, -11.304, 0.219], [12.880, -13.120, -0.633], [8.865, -12.883, 1.194], [9.820, -13.814, 1.660], [9.243, -11.811, 1.282], [8.657, -12.952, 0.148], [7.916, -12.855, 1.785], [10.581, -13.779, 1.078], [13.530, -14.305, 1.977], [14.601, -13.469, 2.046], [12.833, -13.979, 2.784], [12.993, -14.226, 1.044], [13.764, -15.350, 2.104], [15.199, -13.907, 2.672]]}

{"formula": "C4H7N3S", "method": "ωB97M-V/def2-TZVPD", "energy_ha": -719.03368, "homo_energy_ha": -0.3025, "de_lowest_ev": 1.875, "gap_ev": 9.082, "smiles": "C=C1N/C(=N\\N)CS1", "symbols": ["C", "C", "C", "C", "H", "H", "H", "H", "H", "H", "H", "N", "N", "N", "S"], "positions_angstrom": [[-0.043, 0.132, -0.885], [-1.072, 1.246, -0.919], [-0.477, 0.280, 1.443], [-0.372, -0.062, 2.717], [1.504, -1.890, -2.538], [2.270, -0.901, -1.547], [-0.609, 2.203, -1.246], [-1.863, 0.975, -1.606], [0.387, -0.746, 3.050], [-1.018, 0.361, 3.463], [0.832, -1.064, 0.502], [1.391, -1.382, -1.666], [0.413, -0.379, -1.956], [0.321, -0.204, 0.399], [-1.664, 1.431, 0.790]]}

{"formula": "C27H42AlCl3N4O3SSi", "method": "ωB97M-V/def2-TZVPD", "energy_ha": -3809.69216, "homo_energy_ha": -0.2297, "de_lowest_ev": 3.054, "gap_ev": 6.080, "symbols": ["C", "C", "H", "H", "H", "C", "C", "H", "H", "H", "H", "Al", "Cl", "Cl", "C", "O", "N", "C", "C", "H", "H", "H", "H", "H", "H", "H", "H", "H", "C", "C", "N", "H", "C", "O", "H", "H", "H", "H", "O", "C", "C", "C", "H", "C", "H", "C", "H", "C", "C", "H", "H", "H", "Si", "Cl", "C", "C", "C", "H", "H", "H", "H", "H", "H", "H", "H", "H", "N", "C", "N", "C", "C", "C", "C", "C", "C", "S", "H", "H", "H", "H", "H", "H"], "positions_angstrom": [[2.641, -2.339, -6.694], [2.008, -1.557, -7.798], [1.967, -3.143, -6.367], [2.851, -1.688, -5.843], [3.585, -2.792, -7.034], [1.869, -2.080, -9.031], [2.206, -3.493, -9.366], [1.507, -1.493, -9.876], [1.671, -4.197, -8.707], [3.284, -3.718, -9.281], [1.906, -3.688, -10.406], [1.032, -0.071, -2.394], [2.512, -0.942, -1.078], [2.220, 0.593, -4.021], [0.372, 2.634, -2.295], [0.042, 1.425, -2.004], [-0.511, 3.612, -2.298], [-1.919, 3.317, -2.048], [-0.119, 4.967, -2.698], [1.394, 2.880, -2.609], [-2.047, 2.828, -1.076], [-2.332, 2.679, -2.843], [-2.449, 4.272, -2.046], [0.856, 5.210, -2.252], [-0.877, 5.674, -2.340], [-0.026, 5.049, -3.797], [-1.915, -3.641, 0.543], [-0.617, -3.760, -2.864], [-2.571, -3.295, -0.265], [-1.668, -3.677, -2.567], [-1.807, -2.794, -1.409], [-3.244, -2.542, 0.143], [-1.205, -1.623, -1.368], [-0.317, -1.282, -2.238], [-2.248, -3.299, -3.415], [-1.516, -0.953, -0.550], [-3.152, -4.158, -0.602], [-2.067, -4.649, -2.269], [0.541, -0.370, -6.352], [1.508, -0.197, -7.388], [0.206, 0.460, -9.493], [1.122, 0.774, -8.489], [-0.271, -0.532, -9.481], [-0.129, 1.418, -10.465], [2.329, 0.251, -6.826], [1.785, 2.008, -8.510], [-0.869, 1.167, -11.229], [0.491, 2.679, -10.440], [1.458, 2.963, -9.470], [2.535, 2.199, -7.736], [0.204, 3.438, -11.168], [1.958, 3.933, -9.453], [-1.205, -0.361, -6.243], [-1.273, -2.451, -6.140], [-2.357, -0.252, -7.749], [-0.836, 1.624, -5.891], [-2.361, -0.058, -4.693], [-2.162, 0.605, -8.402], [-3.369, -0.152, -7.347], [-2.360, -1.164, -8.370], [-2.927, -0.952, -4.384], [-3.094, 0.710, -4.976], [-1.750, 0.295, -3.847], [-0.731, 2.138, -6.856], [0.122, 1.751, -5.366], [-1.575, 2.197, -5.308], [0.473, -1.566, 1.056], [-0.017, -0.363, 1.405], [0.433, 0.800, 0.979], [-0.313, 1.845, 1.467], [-0.124, 3.213, 1.218], [-1.048, 4.131, 1.714], [-2.159, 3.712, 2.460], [-2.362, 2.350, 2.721], [-1.433, 1.435, 2.245], [-1.487, -0.321, 2.387], [0.258, -2.355, 1.648], [1.343, -1.553, 0.501], [0.757, 3.511, 0.651], [-0.907, 5.191, 1.525], [-2.875, 4.443, 2.833], [-3.219, 1.966, 3.278]]}

{"formula": "C21H23N3O3S", "method": "ωB97M-V/def2-TZVPD", "energy_ha": -1602.24585, "homo_energy_ha": -0.2999, "de_lowest_ev": 0.727, "gap_ev": 8.654, "smiles": "CCOC(=O)C1CCN(Cc2cc(=O)n3c(-c4ccccc4)csc3n2)CC1", "symbols": ["C", "C", "H", "H", "O", "C", "O", "C", "C", "C", "N", "C", "C", "C", "C", "O", "N", "C", "N", "S", "C", "C", "C", "C", "C", "C", "C", "C", "H", "H", "H", "H", "H", "H", "H", "H", "H", "C", "C", "H", "H", "H", "H", "H", "H", "H", "H", "H", "H", "H", "H"], "positions_angstrom": [[-7.985, -0.598, -0.110], [-6.804, -0.468, 0.833], [-7.080, 0.062, 1.751], [-6.409, -1.450, 1.116], [-5.776, 0.268, 0.168], [-4.645, 0.463, 0.852], [-4.477, 0.060, 1.974], [-3.649, 1.286, 0.050], [-2.285, 1.327, 0.738], [-1.596, -0.031, 0.650], [-1.460, -0.443, -0.738], [-0.637, -1.627, -0.862], [0.811, -1.326, -0.605], [1.366, -0.110, -0.881], [2.750, 0.167, -0.659], [3.351, 1.182, -0.936], [3.432, -0.937, -0.048], [2.789, -2.129, 0.120], [1.540, -2.359, -0.121], [3.867, -3.360, 0.703], [5.160, -2.201, 0.718], [4.773, -0.975, 0.313], [5.648, 0.203, 0.305], [6.852, 0.161, -0.390], [7.700, 1.253, -0.374], [7.358, 2.387, 0.342], [6.166, 2.426, 1.048], [5.313, 1.340, 1.034], [4.386, 1.371, 1.587], [5.898, 3.309, 1.609], [8.018, 3.241, 0.350], [8.628, 1.219, -0.925], [7.109, -0.722, -0.956], [6.134, -2.486, 1.059], [0.766, 0.678, -1.301], [-0.720, -2.003, -1.888], [-0.946, -2.443, -0.186], [-2.768, -0.603, -1.343], [-3.485, 0.743, -1.371], [-4.458, 0.636, -1.850], [-2.883, 1.446, -1.948], [-2.635, -0.966, -2.366], [-3.384, -1.340, -0.794], [-0.597, 0.039, 1.086], [-2.172, -0.771, 1.231], [-2.406, 1.597, 1.787], [-1.663, 2.076, 0.248], [-4.071, 2.297, 0.001], [-8.782, -1.153, 0.377], [-8.354, 0.386, -0.385], [-7.688, -1.122, -1.014]]}

{"formula": "C33H32N8O3S5Sc", "method": "ωB97M-V/def2-TZVPD", "energy_ha": -4692.29336, "homo_energy_ha": -0.1619, "de_lowest_ev": 2.214, "gap_ev": 4.835, "total_charge": -1, "symbols": ["Sc", "C", "N", "C", "C", "N", "C", "C", "C", "C", "C", "C", "C", "S", "C", "C", "C", "C", "C", "C", "S", "H", "H", "H", "H", "H", "H", "H", "H", "H", "H", "H", "H", "H", "H", "H", "H", "H", "H", "C", "S", "C", "S", "N", "N", "C", "C", "C", "C", "C", "C", "N", "H", "H", "H", "H", "H", "H", "H", "H", "O", "S", "O", "O", "C", "N", "C", "C", "C", "N", "C", "C", "C", "N", "C", "C", "H", "H", "H", "H", "H", "H"], "positions_angstrom": [[-0.511, 0.022, -0.629], [-2.052, -0.247, 2.508], [-1.048, -0.927, 1.655], [0.127, -1.219, 2.494], [1.299, -1.717, 1.682], [1.803, -0.650, 0.806], [2.691, 0.300, 1.508], [2.497, -1.139, -0.375], [3.158, -2.359, -0.385], [3.848, -2.769, -1.518], [3.891, -1.941, -2.629], [3.234, -0.720, -2.616], [2.522, -0.301, -1.494], [1.596, 1.196, -1.530], [-1.664, -2.140, 1.098], [-1.371, -3.413, 1.593], [-1.974, -4.538, 1.063], [-2.891, -4.403, 0.029], [-3.191, -3.148, -0.459], [-2.598, -1.993, 0.064], [-3.001, -0.429, -0.632], [-2.359, -0.910, 3.323], [-1.618, 0.650, 2.947], [-2.917, 0.023, 1.910], [0.416, -0.306, 3.000], [-0.123, -1.925, 3.291], [2.073, -2.087, 2.364], [0.996, -2.550, 1.049], [2.881, -0.017, 2.533], [3.635, 0.370, 0.973], [1.604, 1.849, 0.767], [3.144, -2.996, 0.490], [4.353, -3.726, -1.524], [4.427, -2.252, -3.518], [3.236, -0.085, -3.493], [-0.664, -3.548, 2.398], [-1.724, -5.515, 1.455], [-3.362, -5.277, -0.403], [-3.890, -3.029, -1.277], [-1.354, -0.565, -6.384], [-0.737, -1.788, -5.216], [-0.754, -0.883, -3.719], [-0.256, -1.814, -2.356], [-1.180, 0.348, -3.767], [-1.196, 0.970, -2.555], [-1.651, 2.161, -2.542], [-1.686, 2.870, -1.275], [-2.199, 4.154, -1.189], [-2.201, 4.805, 0.033], [-1.689, 4.145, 1.135], [-1.207, 2.860, 0.966], [-1.191, 2.218, -0.202], [-1.377, -1.061, -7.355], [-0.698, 0.300, -6.427], [-2.356, -0.247, -6.108], [-2.012, 2.634, -3.449], [-2.584, 4.631, -2.081], [-2.590, 5.811, 0.120], [-1.643, 4.602, 2.113], [-0.796, 2.336, 1.813], [1.668, 3.514, 8.485], [3.031, 3.206, 8.887], [3.576, 4.091, 9.897], [3.286, 1.788, 9.113], [4.023, 3.526, 7.380], [5.258, 4.012, 7.525], [5.944, 4.145, 6.392], [5.444, 3.813, 5.149], [4.138, 3.312, 5.101], [3.449, 3.172, 6.239], [3.463, 2.889, 3.884], [2.141, 2.427, 3.950], [1.447, 2.017, 2.857], [2.174, 1.726, 1.611], [3.285, 2.704, 1.465], [3.937, 3.128, 2.573], [6.956, 4.530, 6.488], [6.056, 3.924, 4.262], [1.635, 2.457, 4.909], [0.440, 1.649, 2.904], [3.560, 2.867, 0.436], [4.822, 3.732, 2.406]]}

{"formula": "C4H7NO2", "method": "ωB97M-V/def2-TZVPD", "energy_ha": -361.72991, "homo_energy_ha": -0.3191, "de_lowest_ev": 4.107, "gap_ev": 8.530, "symbols": ["N", "C", "O", "C", "C", "C", "O", "H", "H", "H", "H", "H", "H", "H"], "positions_angstrom": [[0.523, 1.950, 0.754], [-0.616, 1.237, 0.939], [-1.303, 1.284, 1.941], [-0.999, 0.338, -0.238], [0.117, 0.054, -1.195], [0.734, -1.965, -0.506], [0.092, -1.248, -1.578], [0.851, 2.543, 1.497], [1.083, 1.786, -0.072], [-1.635, 0.950, -0.904], [-1.608, -0.506, 0.112], [1.464, -1.303, -0.017], [0.022, -2.333, 0.241], [1.274, -2.788, -0.973]]}